Here is a 8-piece molecular cluster, C33H53N2O15S overall at a distorted geometry from OMol25. Energies are from wB97M-V/def2-TZVPD.

Summary:
E_HOMO = -11.2 eV
multiplicity = 1
energy above the lowest of the compared OMol25 structures with the same formula, charge and spin = 0.0 kJ/mol
lowest unoccupied orbital energy = -5.73 eV
total charge = +1
HOMO-LUMO gap = 5.4 eV
M = 749.85 g/mol
largest force on an atom = 4.91 eV Å⁻¹

Cartesian coordinates (Å):
S: 1.54328 -3.49460 -2.39149
O: 3.77872 -0.56841 3.89917
O: -5.41435 6.85955 -3.39420
O: 10.32490 2.53264 0.49201
O: -5.83441 -2.80428 0.90417
O: -6.15347 -4.21880 -0.81495
O: -3.23862 7.44437 -3.37159
O: 4.24728 -7.33694 -3.80773
O: 4.32626 -8.80507 -2.10260
O: 0.37119 3.00690 4.05140
O: -3.75509 3.46078 -1.18788
O: 11.19860 2.24140 2.54858
O: 5.94286 0.05246 3.95628
O: -0.58898 0.97740 3.85308
O: -3.10844 4.34213 0.78156
O: 1.09266 -1.97792 -1.84314
N: 0.40332 -2.02976 0.48422
N: -3.72030 -3.15827 -1.54834
C: 4.82363 -6.56514 -1.58703
C: -6.45669 6.78906 -4.38264
C: 0.83479 -1.97629 -0.54416
C: -3.04044 5.66243 1.35102
C: 9.22105 1.96718 3.78114
C: -4.28422 7.35701 -3.95437
C: -0.68754 2.38358 1.96410
C: -1.71562 1.27374 1.81255
C: 3.15017 0.37865 1.84572
C: -2.92444 6.60182 0.16490
C: -6.53744 -3.30534 -0.13685
C: 4.66979 0.34329 1.91799
C: -6.61084 -1.79670 1.57562
C: -0.23719 2.21187 3.39828
C: 1.06992 -4.77599 -1.21070
C: -1.20981 0.23235 2.79414
C: -4.53834 7.72781 -5.39812
C: 2.75503 -0.64238 2.89826
C: -1.42586 -4.17220 -1.90338
C: -3.71708 5.86986 -0.90874
C: 4.44892 -7.57388 -2.65154
C: 10.18363 2.24620 1.64540
C: -7.85927 -2.58321 -0.27082
C: -3.53435 4.42502 -0.50907
C: 10.72112 1.74814 3.81268
C: 4.52808 -8.72796 -0.68030
C: 5.32530 -7.45467 -0.45904
C: -0.45927 -5.14769 -1.16149
C: -7.62046 -1.32258 0.54782
C: -2.82486 -4.27866 -1.18283
C: -6.05834 7.78847 -5.45219
C: 4.91103 -0.04357 3.36194
C: 8.89768 1.80004 2.30815
H: 5.19057 -7.02978 0.53485
H: -1.87954 6.68280 -0.14328
H: 0.17072 2.23784 1.30402
H: -7.08669 -2.24973 2.44854
H: -3.94862 5.83634 1.93305
H: 11.20147 2.29451 4.62236
H: 2.72996 -1.66228 2.50184
H: 0.78733 -3.76502 -3.51588
H: -1.59790 -4.54756 -2.92678
H: -3.23647 -2.57644 -2.23366
H: -6.39551 8.78796 -5.16968
H: -1.81054 0.89674 0.79453
H: -4.77905 6.11642 -0.87143
H: -4.51350 -3.56751 -2.03670
H: 5.09265 -0.42717 1.27024
H: -2.01737 -0.37494 3.20028
H: -3.23807 -5.26524 -1.45232
H: -2.17882 5.72854 2.01471
H: -4.08439 8.68566 -5.63946
H: 1.41068 -4.57094 -0.17981
H: 8.98978 2.98811 4.09305
H: -7.17229 -0.55362 -0.08510
H: 8.06348 2.42781 2.00426
H: 1.62572 -5.68529 -1.53021
H: -0.46029 -0.42702 2.34912
H: -3.29011 7.60558 0.37552
H: 2.74964 0.15512 0.85585
H: -0.58417 -6.13856 -1.63266
H: -1.15060 -3.10345 -1.84499
H: -6.50375 5.76657 -4.76460
H: 5.06128 -9.61299 -0.34016
H: 1.78907 -0.41506 3.34771
H: 5.59756 -5.88924 -1.94296
H: 6.38951 -7.65316 -0.59665
H: -3.31644 6.05742 -1.90614
H: -0.75532 -5.21933 -0.10312
H: 8.70794 0.75662 2.04967
H: -7.41128 7.03639 -3.92194
H: 8.67322 1.28569 4.43067
H: -8.52336 -0.90612 0.99183
H: 10.98570 0.69101 3.89555
H: -5.95460 -0.99482 1.90945
H: -2.69576 1.63640 2.12748
H: 5.11039 1.31188 1.69517
H: -2.68448 -4.22203 -0.08396
H: -1.12808 3.36366 1.80766
H: 3.92815 -6.00768 -1.30069
H: -8.64712 -3.20571 0.15686
H: -4.13743 6.94183 -6.04057
H: -6.47506 7.55910 -6.43175
H: 3.54986 -8.69683 -0.19281
H: 2.79150 1.36846 2.13727
H: -8.07576 -2.35692 -1.31204



Here is C7H8O in the gas phase at a distorted geometry from OMol25. Energies are from wB97M-V/def2-TZVPD.

Summary:
E_HOMO = -8.5 eV
multiplicity = 1
energy above the lowest of the compared OMol25 structures with the same formula, charge and spin = 283.6 kJ/mol
lowest unoccupied orbital energy = 0.75 eV
total charge = 0
HOMO-LUMO gap = 9.2 eV
M = 108.14 g/mol
largest force on an atom = 3.82 eV Å⁻¹

Cartesian coordinates (Å):
O: 0.77523 -1.05933 0.67374
C: 0.25134 1.66200 -0.17794
C: 1.75148 -0.35120 0.09494
C: 1.38786 1.01017 -0.41115
C: -1.40079 -1.10570 -0.36774
C: -0.13077 -1.53354 -0.21044
C: -1.92209 0.22471 0.12342
C: -1.10715 1.28499 0.28068
H: 0.17325 2.74270 -0.43756
H: 0.13101 -2.45940 -0.73164
H: 2.33617 -0.97847 -0.68264
H: 2.48667 -0.20916 0.92613
H: -1.95426 -1.79802 -0.92340
H: 2.26436 1.55412 -0.65116
H: -3.00283 0.29503 0.36747
H: -1.61548 2.17922 0.75233



Here is a 2-piece molecular cluster, C14H25ClF3I2N4O2 overall at a distorted geometry from OMol25. Energies are from wB97M-V/def2-TZVPD.

Summary:
E_HOMO = -11.4 eV
multiplicity = 1
energy above the lowest of the compared OMol25 structures with the same formula, charge and spin = 64.6 kJ/mol
lowest unoccupied orbital energy = -3.01 eV
total charge = +1
HOMO-LUMO gap = 8.4 eV
M = 627.64 g/mol
largest force on an atom = 3.04 eV Å⁻¹

Cartesian coordinates (Å):
I: -4.02439 1.95138 1.15560
I: -6.20908 2.64159 -1.86145
Cl: 0.51563 0.74847 1.58440
F: 2.53250 4.96583 -1.89633
F: 0.44175 4.52827 -2.06369
F: 1.72484 4.70117 -3.85096
O: 1.97293 2.94939 -2.45684
O: 1.94061 -4.09216 1.56230
N: -1.29001 1.09876 -0.57943
N: -3.40728 0.97831 -1.68858
N: -0.05159 1.69817 -2.32429
N: -1.33212 1.53263 -2.70947
C: -4.23607 0.61882 -0.53046
C: -6.73861 0.49266 0.16860
C: 1.06207 1.46503 0.03118
C: -0.07237 1.43200 -1.00256
C: -5.73006 0.68355 -1.01181
C: 1.64130 4.27349 -2.60183
C: 1.43290 -2.28366 3.14879
C: -2.10774 1.18950 -1.67431
C: 2.39899 0.81217 -0.42461
C: 3.41384 -5.32576 3.10047
C: 1.10119 2.08538 -3.14446
C: 3.57149 1.61324 0.25274
C: 3.27851 -4.30244 1.98623
C: 1.03681 -3.62123 2.54788
H: 1.52248 -1.52897 2.36673
H: 2.39186 -2.33465 3.66644
H: 4.39757 0.95264 0.55787
H: 3.82257 -4.65878 1.11032
H: 0.90036 -4.37674 3.32868
H: 3.74048 -3.35073 2.27163
H: -7.68187 0.16358 -0.31355
H: 3.92026 2.43916 -0.39364
H: -6.43892 -0.33171 0.83885
H: 2.99141 -6.28376 2.79119
H: 1.27145 2.52924 0.25252
H: 0.07075 -3.51540 2.05037
H: 2.53280 0.75750 -1.51500
H: 4.46455 -5.47118 3.35564
H: 2.49421 -0.22201 -0.04597
H: -5.94236 -0.05464 -1.80224
H: -3.98793 -0.42389 -0.25883
H: 3.16166 2.06388 1.17757
H: -6.96912 1.43077 0.68659
H: 0.68151 -1.95381 3.86875
H: 2.89143 -5.01498 4.00628
H: -3.87547 1.05420 -2.58811
H: 0.78676 2.45263 -4.13906
H: -1.68672 1.68199 -3.64834
H: 1.67420 1.16114 -3.34182



Here is a 2-piece molecular cluster, C5H8NOS overall at a distorted geometry from OMol25. Energies are from wB97M-V/def2-TZVPD.

Summary:
E_HOMO (spin up / spin down) = -12.6 / -12.6 eV
multiplicity = 1
energy above the lowest of the compared OMol25 structures with the same formula, charge and spin = 539.5 kJ/mol
lowest unoccupied orbital energy (spin up / spin down) = -4.68 / -4.68 eV
total charge = +1
HOMO-LUMO gap (spin up / spin down) = 7.9 / 7.9 eV
M = 130.19 g/mol
largest force on an atom = 4.84 eV Å⁻¹

Cartesian coordinates (Å):
S: 2.76774 0.91119 0.78671
O: -1.29660 0.17649 1.46963
N: 1.68949 -0.77236 -1.11336
C: -1.19596 0.38753 -0.77993
C: -2.58630 0.43387 -0.33428
C: 1.71881 -0.43752 0.35431
C: -2.55858 0.22034 1.01263
C: -0.52637 0.30142 0.40600
H: 2.59561 0.83071 1.99760
H: -0.64143 0.78757 -1.59256
H: 1.61562 -1.40505 0.93775
H: 2.59839 -0.45079 -1.39879
H: -3.51706 0.73137 -0.76829
H: -3.15537 0.07044 1.87995
H: 1.46090 -1.71092 -1.39114
H: 1.03113 -0.07427 -1.46624